Arrangement a

Entry from the Open Molecules 2025 dataset: a cluster of 16 separate species, C72H186N10O26 in total (ωB97M-V with the def2-TZVPD basis set).

Last column: Mulliken charge in e.
CARTESIAN COORDINATES (ANGSTROEM)
C  -0.5665  15.3864  19.3251  -1.25
C  0.2707  14.1523  19.2122  -0.04
O  1.3536  14.2989  18.3711  1.88
H  -1.3195  15.4034  20.1130  0.58
H  -1.2136  15.5224  18.4585  0.07
H  0.1375  16.2016  19.4928  -0.12
H  -0.2485  13.2085  19.0457  0.24
H  0.7373  13.9580  20.1779  0.17
H  0.9871  14.4824  17.5030  -1.16
C  5.9524  14.3010  14.8528  -0.59
C  6.0747  15.3670  13.7506  0.40
O  7.3590  15.2969  13.1841  -0.58
H  5.9893  13.3241  14.3707  0.58
H  5.0093  14.3855  15.3928  -0.62
H  6.7812  14.3170  15.5605  0.58
H  5.7896  16.3258  14.1836  -0.56
H  5.3300  15.1888  12.9748  0.50
H  7.6612  14.3860  13.2073  0.34
C  2.2745  17.1503  12.1380  -1.21
C  3.3345  18.1205  12.6730  0.90
O  3.5593  19.1244  11.6808  -0.63
H  2.2442  16.2061  12.6818  -0.03
H  2.5136  16.8686  11.1126  0.44
H  1.2634  17.5572  12.1195  0.35
H  4.2829  17.5964  12.7918  -0.13
H  3.0486  18.5738  13.6221  0.05
H  3.9941  19.8231  12.1750  0.30
C  7.2056  16.7305  22.9302  0.10
C  6.8180  16.4522  24.3782  -0.22
O  7.0301  17.6553  25.0040  -0.58
H  8.2748  16.9080  22.8150  0.45
H  6.7807  17.6430  22.5121  -0.36
H  6.9740  15.8537  22.3255  -0.10
H  7.4874  15.6860  24.7693  0.20
H  5.7989  16.1057  24.5494  0.19
H  6.4177  17.8020  25.7286  0.32
C  8.6798  19.2337  20.0684  -1.24
C  7.7756  20.4946  20.1308  0.54
O  8.5343  21.6068  20.3632  -0.53
H  9.1364  19.0100  21.0326  0.41
H  9.4635  19.4392  19.3393  -0.04
H  8.2874  18.2768  19.7242  0.38
H  7.0862  20.2949  20.9512  0.51
H  7.2893  20.4657  19.1557  -0.16
H  9.0517  21.7692  19.5710  0.34
C  6.3113  13.6155  19.3231  0.50
C  7.5374  12.7170  19.3584  -0.55
O  7.9545  12.2597  18.0738  -0.54
H  5.3975  13.0363  19.1910  0.09
H  6.4175  14.3520  18.5266  -0.22
H  6.0367  14.0629  20.2783  -0.26
H  7.4021  11.8517  20.0072  0.33
H  8.3952  13.2316  19.7915  0.22
H  8.7783  11.7815  18.1928  0.32
C  1.0304  23.9307  9.5383  -0.78
O  1.9430  23.1564  10.3573  -0.28
C  2.3706  23.7992  11.5353  -0.69
C  3.1762  22.8429  12.3466  -0.26
N  3.6944  23.4792  13.4790  -0.29
C  4.4050  22.6380  14.4680  -0.47
C  5.7066  22.0575  13.8659  0.48
O  5.5030  20.8407  13.1117  -0.34
C  6.5392  19.9047  13.5277  -0.72
H  -0.0066  23.8187  9.8550  0.29
H  1.0814  23.5060  8.5358  0.25
H  1.3206  24.9745  9.4188  0.32
H  1.5879  24.2610  12.1370  0.40
H  2.9425  24.6963  11.2985  0.35
H  3.8445  22.3450  11.6441  0.18
H  2.5319  22.0155  12.6442  0.23
H  4.4054  24.1527  13.2319  0.32
H  3.7417  21.8454  14.8145  0.24
H  4.6491  23.3095  15.2913  -0.28
H  6.4338  22.0368  14.6775  -0.35
H  6.1980  22.6983  13.1338  0.50
H  7.5038  20.3177  13.2326  0.39
H  6.3617  18.9545  13.0239  0.43
H  6.5205  19.7483  14.6063  0.07
C  4.8503  20.0928  17.2229  0.79
O  4.8377  18.7110  17.4734  0.58
C  3.8410  17.9284  16.8315  -0.84
C  3.6612  16.4991  17.4404  1.15
N  3.1071  16.5407  18.7899  0.91
C  4.0700  16.9465  19.7706  0.91
C  3.4845  16.5966  21.1796  -1.16
O  3.7776  15.2182  21.3710  0.56
C  3.2484  14.6149  22.5492  -0.93
H  5.8462  20.5021  17.0531  -0.59
H  4.3922  20.7158  17.9911  -0.49
H  4.2977  20.3453  16.3180  0.04
H  4.0291  17.8653  15.7597  -0.08
H  2.8958  18.4305  17.0377  0.40
H  4.5376  15.8531  17.3890  -0.35
H  2.8149  16.1526  16.8472  -1.04
H  2.6764  15.6729  19.0753  -0.66
H  4.3072  18.0087  19.7107  -0.40
H  5.0168  16.4092  19.7154  -0.34
H  2.4263  16.8558  21.2131  0.39
H  4.1038  17.1214  21.9070  0.27
H  3.5382  13.5669  22.4728  0.06
H  2.1646  14.5048  22.5101  0.34
H  3.5858  15.0831  23.4739  0.15
C  1.9670  23.1889  17.5390  -0.07
O  2.0923  22.9482  18.9487  0.26
C  0.8522  23.0867  19.5742  -0.82
C  0.9090  22.5506  21.0179  -0.76
N  0.8383  21.0819  21.2598  -0.39
C  1.9100  20.2802  20.6135  -0.12
C  3.3033  20.5736  21.2661  0.26
O  3.3340  19.9706  22.5089  -0.53
C  4.6408  19.7507  23.0890  -0.14
H  2.9302  23.2888  17.0387  -0.34
H  1.5731  24.1371  17.1731  0.46
H  1.4290  22.3808  17.0435  -0.08
H  0.0062  22.5350  19.1641  0.35
H  0.5153  24.1224  19.6176  0.42
H  0.1677  22.9014  21.7359  0.52
H  1.8319  22.9900  21.3962  0.34
H  1.0056  20.9836  22.2509  0.38
H  1.9887  20.4070  19.5338  -0.09
H  1.6755  19.2251  20.7541  -0.08
H  3.4748  21.6300  21.4725  0.46
H  4.1758  20.2925  20.6763  -0.15
H  5.0071  20.7035  23.4712  0.43
H  5.3017  19.3040  22.3461  -0.26
H  4.5933  19.0923  23.9564  0.11
C  5.6105  23.5931  19.6664  -0.11
O  5.9637  24.8619  19.2905  -0.56
C  5.5699  25.2478  17.9739  0.62
C  5.6700  26.7499  17.6189  -1.29
N  7.0966  27.1902  17.7160  -0.09
C  7.3007  28.4546  16.9568  -0.59
C  8.7676  28.9737  17.1234  -0.66
O  9.7406  28.3954  16.2074  -0.31
C  9.5486  28.6543  14.7974  -0.71
H  5.9901  22.7702  19.0608  -0.03
H  4.5336  23.4245  19.6726  0.11
H  5.9512  23.3918  20.6821  0.40
H  4.5032  25.0297  17.9230  0.10
H  6.0626  24.6796  17.1850  -0.19
H  5.0784  27.3166  18.3379  0.41
H  5.1945  27.0115  16.6736  0.46
H  7.4752  27.2449  18.6508  0.23
H  6.6489  29.2790  17.2460  0.34
H  7.0860  28.2675  15.9046  0.27
H  9.0712  28.9526  18.1700  0.39
H  8.7562  30.0552  16.9880  0.38
H  9.8601  29.6867  14.6388  0.29
H  8.5078  28.6062  14.4770  0.27
H  10.1283  27.9855  14.1612  0.25
C  16.0060  13.8624  24.1496  -0.75
O  14.8214  14.5650  23.7954  -0.34
C  13.7997  13.7502  23.1707  -0.43
C  12.4621  14.0820  23.7968  -0.69
N  11.3024  13.4325  23.1597  -0.26
C  10.0542  13.4777  23.8964  -0.65
C  8.8969  13.1451  22.9389  -0.20
O  7.7496  12.6003  23.6921  -0.47
C  6.6341  12.3065  22.8700  -0.12
H  15.7603  13.0897  24.8782  0.33
H  16.8329  14.5008  24.4607  0.25
H  16.4111  13.3156  23.2981  0.31
H  14.0930  12.7012  23.2112  0.37
H  13.7077  13.9406  22.1014  0.24
H  12.4162  15.1690  23.8625  0.31
H  12.4877  13.8791  24.8675  0.37
H  11.3221  13.7658  22.2065  0.23
H  9.8664  14.4202  24.4107  0.29
H  10.0549  12.7139  24.6740  0.24
H  9.1115  12.3571  22.2170  0.52
H  8.6909  14.0358  22.3454  0.13
H  6.4283  13.0809  22.1311  -0.24
H  5.7092  12.1685  23.4299  0.27
H  6.6685  11.4243  22.2307  0.41
C  9.9191  22.6805  14.2456  -0.88
O  9.6409  22.0259  15.4807  0.18
C  8.7165  22.6054  16.3648  -0.33
C  9.4894  23.3647  17.5444  -1.49
N  10.1822  22.4838  18.4361  -0.05
C  11.0763  23.1206  19.3965  -0.94
C  11.9485  21.9922  20.0991  -0.54
O  12.7817  21.2664  19.2158  -0.31
C  13.3785  20.0661  19.7232  -0.39
H  8.9919  23.0005  13.7702  0.22
H  10.3416  21.9448  13.5612  0.26
H  10.6576  23.4818  14.2719  0.27
H  8.0856  21.7987  16.7381  -0.37
H  8.1353  23.3130  15.7735  0.62
H  8.7631  23.9223  18.1358  0.78
H  10.1980  24.1009  17.1651  0.58
H  10.7575  21.9822  17.7747  -0.04
H  10.4751  23.7599  20.0430  0.43
H  11.7553  23.8183  18.9062  0.50
H  11.2281  21.3062  20.5448  0.24
H  12.5735  22.4007  20.8932  0.44
H  14.3229  20.2302  20.2421  0.32
H  13.4110  19.4339  18.8358  -0.13
H  12.6969  19.5164  20.3723  0.33
C  -3.7657  8.6613  21.4753  -0.81
O  -3.1969  9.8313  21.9125  -0.36
C  -1.8029  9.9767  21.5054  -0.83
C  -1.4144  11.4425  21.7193  0.38
N  -1.3882  11.7091  23.1226  -0.23
C  -0.5754  12.8608  23.4922  0.32
C  -0.5236  12.8585  25.0565  -0.63
O  0.2916  13.9876  25.4675  -0.29
C  0.7425  13.9140  26.8127  -0.79
H  -3.7828  8.6393  20.3857  0.34
H  -4.7989  8.6531  21.8226  0.27
H  -3.4150  7.6850  21.8099  0.29
H  -1.7088  9.7200  20.4503  0.40
H  -1.3020  9.2110  22.0978  0.37
H  -1.9982  12.2143  21.2178  0.36
H  -0.4395  11.4518  21.2318  -0.45
H  -2.3300  11.7467  23.4854  0.32
H  -0.9462  13.8112  23.1082  0.15
H  0.4088  12.8579  23.0236  -0.45
H  -0.1790  11.9056  25.4580  0.40
H  -1.4454  13.1538  25.5576  0.38
H  1.0271  14.8821  27.2250  0.25
H  1.6480  13.3102  26.7535  0.29
H  -0.0262  13.4995  27.4649  0.32
C  -0.2131  19.3491  16.7710  -0.49
O  0.2037  18.3208  15.9195  -0.33
C  -0.3170  17.0778  16.2547  -0.08
C  0.0593  15.9541  15.2782  -0.44
N  -0.3541  14.6172  15.7007  0.27
C  -1.8265  14.4442  15.5574  -0.82
C  -2.1978  12.9639  15.3888  -0.93
O  -1.4116  12.3015  14.3020  -0.32
C  -1.8154  10.9576  14.2449  -0.82
H  -0.1016  19.0174  17.8033  0.34
H  -1.2399  19.6896  16.6377  0.39
H  0.3732  20.2618  16.6648  -0.22
H  -1.4069  17.0855  16.2387  0.65
H  -0.1071  16.8695  17.3038  -0.22
H  1.1404  16.0330  15.1636  -0.39
H  -0.5272  16.1900  14.3902  0.71
H  -0.0832  13.9450  14.9973  -0.18
H  -2.0573  14.9512  14.6205  0.50
H  -2.4949  14.8448  16.3195  0.33
H  -3.2446  12.8772  15.0976  0.63
H  -2.1793  12.4836  16.3671  0.35
H  -1.6082  10.4921  15.2085  0.29
H  -1.2195  10.5181  13.4450  0.28
H  -2.8403  10.6616  14.0209  0.33
C  2.5240  12.8715  13.6202  -1.22
O  2.5285  13.5632  14.9155  0.39
C  2.9360  12.7317  15.9841  -0.30
C  1.8622  11.8073  16.5161  -0.21
N  2.2712  11.4485  17.8999  -0.16
C  1.3519  10.3584  18.4350  -0.61
C  1.8750  9.9422  19.8433  -1.08
O  1.9004  11.0241  20.8013  0.31
C  2.1652  10.5379  22.0538  -0.84
H  2.2999  11.8075  13.6949  0.45
H  3.4474  12.9550  13.0470  0.23
H  1.6782  13.1903  13.0111  0.30
H  3.2948  13.3068  16.8378  -0.60
H  3.8386  12.2228  15.6459  0.62
H  1.7355  10.9625  15.8392  0.72
H  0.9355  12.3812  16.5103  -0.23
H  2.2674  12.2824  18.4697  -0.03
H  1.4011  9.4658  17.8114  0.50
H  0.2944  10.6069  18.5242  0.19
H  2.9062  9.7356  19.5569  0.44
H  1.4680  8.9852  20.1701  0.49
H  3.0338  9.8811  22.0062  0.39
H  1.3314  9.9778  22.4770  0.19
H  2.3000  11.4035  22.7023  0.11
C  15.0426  17.3358  17.2441  -0.81
O  13.8626  17.6988  16.4791  -0.40
C  14.0575  18.9761  15.8131  -0.35
C  12.9729  19.2538  14.7458  -0.66
N  11.7592  18.5221  14.9789  -0.58
C  11.0658  19.0388  16.1521  -0.13
C  9.5703  18.6618  16.1703  0.07
O  9.3410  17.2492  16.4076  -0.50
C  8.0136  16.7891  16.5300  0.00
H  15.2874  18.0357  18.0430  0.31
H  15.9374  17.1392  16.6535  0.29
H  14.6822  16.4504  17.7680  0.29
H  15.0207  18.9501  15.3035  0.50
H  14.0313  19.7866  16.5414  0.18
H  13.3158  18.8459  13.7949  0.43
H  12.6855  20.3044  14.7053  0.15
H  12.2571  17.7483  15.3954  0.43
H  11.0410  20.1281  16.1838  0.10
H  11.5084  18.6322  17.0615  0.35
H  9.1102  18.9769  15.2337  0.07
H  9.1130  19.1835  17.0110  -0.12
H  7.9622  15.7810  16.9412  0.03
H  7.6285  16.7894  15.5103  0.20
H  7.3870  17.4490  17.1300  0.03

## Properties
highest occupied orbital energy	-8.221	eV
LUMO	0.5	eV
M	1608.32	g mol⁻¹



Arrangement b

Entry from the Open Molecules 2025 dataset: a cluster of 16 separate species, C72H186N10O26 in total (ωB97M-V with the def2-TZVPD basis set).

Last column: Mulliken charge in e.
CARTESIAN COORDINATES (ANGSTROEM)
C  -25.6999  -9.0289  30.0410  -0.90
O  -26.4700  -10.1119  30.7008  -0.21
C  -27.7290  -9.7010  31.2622  -0.72
C  -28.7815  -10.6076  30.7144  -0.32
N  -28.2684  -11.9792  30.6924  -0.40
C  -29.1593  -13.0098  30.1972  -0.39
C  -28.4347  -14.2916  29.6693  -1.06
O  -27.8791  -13.8730  28.4366  0.48
C  -27.8655  -14.8985  27.4591  -0.28
H  -24.6944  -9.3829  29.8635  0.15
H  -25.6376  -8.1293  30.6578  0.45
H  -26.0807  -8.7957  29.0825  0.44
H  -27.9618  -8.6892  30.9769  0.45
H  -27.7320  -9.8133  32.3412  0.26
H  -29.0075  -10.3602  29.6731  0.05
H  -29.6574  -10.6984  31.3199  0.53
H  -27.4652  -12.0060  30.0979  0.21
H  -29.7311  -12.5912  29.3741  0.14
H  -29.8460  -13.2077  31.0147  0.43
H  -29.1509  -15.1109  29.6362  0.56
H  -27.6433  -14.5063  30.4524  0.21
H  -28.8356  -15.0685  27.0784  0.31
H  -27.4234  -15.8567  27.8738  0.26
H  -27.1518  -14.6009  26.6926  -0.40
C  -25.2810  -20.6913  16.0426  -0.89
O  -25.9715  -19.4695  16.4181  -0.27
C  -25.8926  -18.5578  15.2723  -0.82
C  -26.7295  -17.3067  15.6197  0.37
N  -26.0994  -16.7964  16.8455  -0.31
C  -26.8886  -15.6819  17.3603  0.07
C  -26.6124  -15.4218  18.8663  -0.26
O  -26.8880  -16.6196  19.5213  -0.23
C  -26.6525  -16.7095  20.9197  0.67
H  -25.7879  -21.4162  15.4168  0.32
H  -25.1868  -21.2186  16.9736  0.27
H  -24.2539  -20.5305  15.6641  0.32
H  -26.2907  -19.1514  14.4478  0.48
H  -24.8484  -18.2264  15.2150  0.38
H  -27.8105  -17.5396  15.8533  -0.33
H  -26.6483  -16.5849  14.7902  0.26
H  -26.1113  -17.5386  17.5346  0.42
H  -27.9185  -15.9753  17.2662  -0.91
H  -26.7052  -14.7717  16.7717  0.20
H  -27.2975  -14.6739  19.2380  -0.08
H  -25.6229  -15.1460  19.0519  1.12
H  -26.1092  -15.8704  21.3307  -0.90
H  -26.0222  -17.5516  21.1265  0.64
H  -27.5951  -16.6496  21.4521  -0.29
C  -35.2818  -15.5260  17.8093  -0.77
O  -34.2990  -16.4706  17.4718  -0.38
C  -33.2443  -15.8128  16.8712  -0.09
C  -32.1860  -16.7213  16.3738  -1.04
N  -31.5321  -17.4218  17.5075  0.14
C  -30.4630  -18.3481  16.9799  -0.86
C  -29.8438  -19.2391  18.0371  0.05
O  -30.8365  -19.9775  18.7289  -0.39
C  -30.1871  -20.8324  19.5783  -0.83
H  -34.9289  -14.7730  18.5203  0.26
H  -36.1207  -16.0563  18.2523  0.26
H  -35.5220  -14.9065  16.9381  0.39
H  -32.8096  -15.0878  17.5908  0.01
H  -33.6439  -15.3795  15.9357  0.45
H  -31.4871  -16.2079  15.7400  0.52
H  -32.6670  -17.4166  15.6126  0.35
H  -32.2169  -18.0422  17.9132  0.13
H  -29.6547  -17.6649  16.6073  0.01
H  -30.8109  -19.0431  16.1574  0.35
H  -29.3048  -18.5080  18.7613  -0.45
H  -29.0267  -19.8159  17.6446  0.83
H  -29.4799  -20.3064  20.2653  0.21
H  -29.6068  -21.6164  19.0775  0.36
H  -30.8138  -21.3676  20.2672  0.34
C  -29.6269  -6.9202  19.3170  -0.89
O  -29.0115  -8.1144  19.7462  -0.34
C  -29.7322  -9.2687  19.2677  -0.40
C  -29.1356  -10.4770  19.9249  1.17
N  -27.7077  -10.4603  19.7584  0.01
C  -27.1472  -11.5882  20.4849  2.77
C  -25.6533  -11.6557  20.2884  -1.04
O  -25.2009  -12.3039  19.0325  0.19
C  -25.2476  -11.4623  17.9003  -0.43
H  -29.2303  -6.0127  19.8457  0.23
H  -30.6660  -6.9705  19.5444  0.40
H  -29.5892  -6.9655  18.2373  0.24
H  -29.6837  -9.2483  18.1920  -0.25
H  -30.7550  -9.1249  19.6156  0.43
H  -29.6002  -11.3028  19.4257  -0.72
H  -29.4198  -10.4782  20.9749  -0.44
H  -27.3958  -9.5933  20.1617  0.62
H  -27.7106  -12.4638  20.1948  -0.43
H  -27.3726  -11.5190  21.5700  -0.86
H  -25.2274  -12.3227  21.0270  -0.99
H  -25.1902  -10.6382  20.2287  0.52
H  -24.9701  -12.0771  16.9921  0.30
H  -24.6089  -10.5696  18.0449  0.17
H  -26.2632  -11.1674  17.7946  -0.10
C  -28.8085  -6.4504  13.1720  -0.71
O  -27.7319  -7.3136  12.9541  -0.38
C  -28.1289  -8.6770  13.1614  -0.54
C  -27.6063  -9.2297  14.5629  -0.37
N  -28.3641  -10.4231  14.8818  -0.37
C  -29.7170  -10.0588  15.3824  -0.23
C  -30.3615  -11.2594  16.1303  -0.99
O  -29.3274  -11.7702  16.9445  0.19
C  -29.6918  -12.9882  17.6066  -0.97
H  -29.3312  -6.5753  14.1207  0.26
H  -29.5489  -6.5502  12.3769  0.31
H  -28.3754  -5.4736  13.1951  0.29
H  -27.8073  -9.2311  12.2976  0.35
H  -29.2058  -8.6725  13.1451  0.28
H  -27.6298  -8.4228  15.3465  0.18
H  -26.5693  -9.4966  14.3759  0.41
H  -27.9127  -11.0070  15.5866  0.25
H  -30.3769  -9.7650  14.6319  0.47
H  -29.6716  -9.2650  16.1410  -0.07
H  -30.6892  -12.0746  15.4650  0.49
H  -31.1838  -10.8971  16.7415  0.31
H  -30.7091  -12.8654  18.0706  0.32
H  -29.0576  -13.3097  18.4025  -0.32
H  -29.6479  -13.8200  16.8903  0.61
C  -34.3130  -6.2637  26.8599  -0.79
O  -33.7276  -7.4710  27.4118  -0.20
C  -34.8026  -8.2090  27.9779  -0.84
C  -34.3089  -9.6187  28.4115  -0.46
N  -34.2644  -10.4513  27.2663  -0.31
C  -33.7676  -11.8551  27.6690  -1.13
C  -32.7873  -12.4896  26.6588  0.30
O  -31.6016  -11.7652  26.8987  -0.08
C  -30.5244  -12.3424  26.1625  -0.19
H  -34.7323  -5.5870  27.6648  0.33
H  -35.1665  -6.4603  26.1703  0.34
H  -33.5193  -5.6532  26.4455  0.22
H  -35.6993  -8.3465  27.3326  0.33
H  -35.1786  -7.6442  28.8514  0.47
H  -35.0218  -10.0933  29.1261  0.48
H  -33.3426  -9.4940  28.9969  0.21
H  -33.5976  -10.0762  26.6051  0.21
H  -34.6499  -12.4693  27.7070  0.35
H  -33.3187  -11.7548  28.6694  0.31
H  -33.1173  -12.5370  25.5788  -0.04
H  -32.5359  -13.4716  27.1057  0.08
H  -29.9129  -13.0815  26.7108  -0.16
H  -29.8116  -11.6267  25.8163  0.31
H  -30.9042  -12.9082  25.3077  0.16
C  -23.5676  -17.8640  25.1646  -0.47
O  -24.5757  -17.8041  26.1647  0.01
C  -25.2933  -19.0057  26.2819  -0.16
C  -25.7928  -19.1322  27.7407  -0.60
N  -24.6572  -19.5302  28.6313  -0.22
C  -25.0300  -20.1416  29.8888  -0.70
C  -23.8523  -20.4386  30.7890  -0.60
O  -23.2932  -19.1409  31.1222  -0.22
C  -22.3333  -19.1836  32.1019  -0.76
H  -23.9381  -17.9553  24.1054  0.14
H  -22.8825  -18.6843  25.2672  0.42
H  -23.1992  -16.8399  25.2148  -0.05
H  -24.6127  -19.8460  26.1261  0.42
H  -26.1823  -19.0360  25.5600  -0.19
H  -26.5832  -19.8950  28.0160  0.48
H  -26.2442  -18.1517  28.0579  0.08
H  -24.0070  -18.7912  28.7664  0.25
H  -25.4828  -21.1061  29.5886  0.41
H  -25.8371  -19.6091  30.4492  0.31
H  -23.0845  -21.0720  30.3256  0.35
H  -24.2946  -20.8485  31.7001  0.38
H  -21.8945  -18.2076  32.2576  0.25
H  -21.4275  -19.7858  31.8118  0.28
H  -22.7081  -19.5934  33.0698  0.28
C  -34.3182  -11.8243  22.6885  -0.88
O  -33.1350  -11.3066  23.3892  0.09
C  -32.2301  -10.6683  22.4999  -0.33
C  -31.8834  -9.2574  22.9589  -0.14
N  -31.1669  -9.3133  24.2849  0.69
C  -31.2850  -8.1053  25.0120  -1.57
C  -30.7009  -6.8384  24.4269  -0.95
O  -31.6230  -6.2978  23.5017  -0.33
C  -31.0323  -5.1753  22.7985  -0.52
H  -35.1331  -11.9618  23.3897  0.27
H  -34.1406  -12.7698  22.1585  0.16
H  -34.5469  -10.9597  22.0229  0.44
H  -32.7492  -10.6470  21.5283  0.78
H  -31.2759  -11.2111  22.4442  -0.98
H  -32.7647  -8.5640  22.9566  0.48
H  -31.1502  -8.7273  22.3079  0.04
H  -31.6562  -9.9912  24.8309  -0.72
H  -30.7434  -8.4082  25.9651  0.64
H  -32.2898  -7.7963  25.2473  0.87
H  -29.7401  -7.0610  23.9562  0.38
H  -30.5627  -6.1743  25.2961  0.53
H  -30.1026  -5.5863  22.3153  0.07
H  -30.7078  -4.3671  23.5049  0.26
H  -31.7151  -4.7997  22.0862  0.31
C  -20.9678  -11.7501  23.7559  -1.09
O  -22.2028  -11.6073  24.3676  0.16
C  -22.9344  -10.5789  23.7398  -0.99
C  -24.1992  -10.3575  24.6571  0.43
N  -23.7433  -9.8629  25.9458  -0.20
C  -24.6497  -9.8432  27.0196  -1.83
C  -25.1411  -11.1834  27.6245  1.79
O  -24.0766  -11.8924  28.1761  -0.17
C  -24.5025  -12.7437  29.2472  -0.90
H  -20.3477  -10.9111  24.0060  0.39
H  -21.0545  -11.9698  22.6683  0.30
H  -20.4241  -12.5809  24.1413  0.34
H  -23.2088  -10.9392  22.7014  0.12
H  -22.2676  -9.6837  23.6495  0.47
H  -24.7148  -11.3419  24.7469  -0.15
H  -24.8793  -9.6279  24.1974  0.17
H  -22.8638  -10.2337  26.2177  0.34
H  -25.4819  -9.1857  26.7442  0.16
H  -24.1161  -9.3313  27.8678  0.48
H  -25.6326  -11.7564  26.8780  -0.43
H  -25.8900  -10.8879  28.3512  -0.38
H  -24.9785  -12.1553  30.0170  0.32
H  -23.7025  -13.3368  29.7243  0.32
H  -25.2120  -13.4605  28.9745  0.24
C  -24.3875  -14.3031  22.7076  -0.43
O  -25.6344  -13.7246  22.8763  2.14
C  -26.2906  -14.0066  24.0758  -2.04
C  -27.6906  -13.4591  23.9724  2.17
N  -28.3740  -14.1973  22.9401  0.26
C  -29.5169  -13.5046  22.4514  0.70
C  -30.2577  -14.3540  21.4090  0.66
O  -29.4663  -14.7023  20.3555  0.69
C  -30.0809  -15.6639  19.4874  0.76
H  -24.2299  -14.4710  21.6159  -0.06
H  -24.2529  -15.2857  23.2207  -0.05
H  -23.5777  -13.6417  23.0311  -0.30
H  -25.7516  -13.6342  24.9758  -0.05
H  -26.3543  -15.1187  24.1693  0.34
H  -27.5947  -12.3186  23.7491  -1.01
H  -28.2645  -13.4945  24.9034  -0.65
H  -27.7006  -14.1888  22.2350  -0.36
H  -29.3014  -12.4792  22.0988  -0.45
H  -30.2456  -13.4828  23.3024  -0.51
H  -31.1574  -13.7828  21.0889  0.17
H  -30.5415  -15.3263  21.8562  -1.17
H  -30.0183  -16.7024  19.9050  -0.44
H  -29.5527  -15.6827  18.5631  -1.03
H  -31.1328  -15.5146  19.3542  0.28
C  -31.2573  -16.8265  25.9219  -0.99
C  -32.1598  -16.4931  24.7757  0.21
O  -31.9290  -15.1622  24.2365  -0.19
H  -31.5983  -16.2349  26.7768  0.31
H  -30.2110  -16.6282  25.6374  -0.03
H  -31.3194  -17.8869  26.2287  0.43
H  -33.1323  -16.5060  25.1556  0.39
H  -32.0828  -17.2448  23.9475  -0.14
H  -32.3141  -15.2828  23.3741  -0.08
C  -28.5385  -19.0190  23.6509  -1.28
C  -29.5093  -18.6552  22.5065  1.55
O  -30.5530  -19.6324  22.3205  -0.66
H  -28.9557  -18.8372  24.6900  0.21
H  -27.5708  -18.5207  23.6238  0.14
H  -28.3165  -20.0896  23.4980  0.37
H  -28.9188  -18.7082  21.5865  -0.21
H  -29.8872  -17.6347  22.5511  -0.47
H  -31.2905  -19.2134  21.8701  0.22
C  -34.0251  -19.0037  21.2992  -1.30
C  -34.0138  -17.5005  21.1629  -0.02
O  -32.7489  -16.7720  21.3577  0.14
H  -33.3574  -19.4424  20.5304  0.23
H  -35.0571  -19.2671  21.0824  0.42
H  -33.6936  -19.4539  22.2645  0.31
H  -34.7659  -17.1066  21.9212  0.27
H  -34.3662  -17.2369  20.1633  0.09
H  -32.2018  -16.5983  20.5911  -0.16
C  -21.9054  -13.9630  26.5655  -0.71
C  -20.9078  -12.9710  27.1881  -0.41
O  -19.5379  -13.4429  27.1513  -0.60
H  -22.0102  -14.8530  27.1514  0.55
H  -21.6479  -14.2767  25.5661  0.28
H  -22.8958  -13.4822  26.4921  0.07
H  -21.0975  -12.7777  28.2196  0.36
H  -20.9631  -12.0388  26.6459  0.12
H  -18.9852  -12.6817  26.9380  0.32
C  -23.0830  -14.4833  17.1498  -0.22
C  -22.2761  -14.2773  18.4565  0.03
O  -21.1392  -15.1265  18.3803  -0.60
H  -23.5994  -15.4428  17.1093  0.04
H  -22.5255  -14.2267  16.2394  0.39
H  -23.9167  -13.7805  17.1687  -0.24
H  -22.8187  -14.5235  19.3469  0.06
H  -21.7762  -13.2874  18.4926  0.23
H  -21.4799  -16.0464  18.4009  0.33
C  -27.6903  -8.4231  24.6345  -0.55
C  -27.8444  -9.1069  23.2315  0.30
O  -28.6213  -10.2715  23.4194  1.86
H  -28.6693  -8.4784  25.1657  -0.12
H  -27.3443  -7.3936  24.5623  0.61
H  -26.9965  -9.0323  25.2655  -0.54
H  -26.8649  -9.4597  22.9113  0.17
H  -28.2810  -8.4039  22.4915  0.01
H  -29.4796  -10.0656  23.7581  -0.85

## Properties
highest occupied orbital energy	-8.239	eV
LUMO	0.2	eV
M	1608.32	g mol⁻¹



Most stable to least stable: arrangement b, arrangement a